1.
# C21H20N3O7SW

A molecular structure, C21H20N3O7SW at a distorted geometry (ωB97M-V with the def2-TZVPD basis set, the Open Molecules 2025 dataset).

Total charge: +3
Multiplicity: 1
LUMO energy (spin up / spin down): -0.4351 / -0.4350 hartree
Molar mass: 642.31 g/mol
Highest occupied orbital energy (spin up / spin down): -17.92 / -17.92 eV

```
53
Properties=species:S:1:pos:R:3:forces:R:3
W 0.819939 0.489377 -0.468196 -1.9 -0.4 -0.7
O 1.547003 2.435437 -0.743691 0.9 -1.0 0.2
C 3.055383 2.709655 -1.096012 -1.7 -1.2 0.6
C 3.792864 1.719667 -0.194342 -0.9 0.5 -1.9
N 3.164157 0.388978 -0.484108 0.5 -1.2 1.5
C 3.641189 -0.159219 -1.783475 1.5 0.8 0.3
C 2.599465 0.032652 -2.830197 -1.4 1.5 -1.9
O 2.687500 0.306020 -3.977058 0.4 -0.8 1.3
O 1.259422 0.126650 -2.247306 0.9 -0.1 0.8
C 3.479855 -0.512351 0.727208 -0.9 0.6 -0.9
C 2.494796 -0.279823 1.854442 0.0 1.5 0.6
O 2.652037 -0.426620 3.009733 -0.2 -0.3 -0.8
O 1.307066 0.352517 1.351392 0.4 -0.5 -0.9
H 0.873158 3.120936 -0.931455 0.4 0.1 -0.2
H 3.079761 3.695123 -0.759500 0.9 1.8 0.1
H 3.128270 2.572959 -2.169505 0.2 0.1 -0.1
H 3.518981 1.975404 0.797785 0.2 0.2 1.1
H 4.890413 1.721537 -0.381261 -0.7 0.0 0.3
H 3.948071 -1.172152 -1.673487 -0.2 -1.1 0.1
H 4.619684 0.295383 -2.111774 -1.1 0.0 0.2
H 4.466365 -0.376797 1.127063 0.6 0.0 -0.1
H 3.307958 -1.505954 0.391211 0.2 -1.1 -0.2
O -0.743002 1.827973 -1.020117 -0.5 -1.0 0.1
S -2.077119 0.976700 -0.704610 2.2 -0.4 -0.2
O -2.641493 0.230643 -1.778223 0.1 0.8 0.4
N -1.009506 -0.010303 0.185396 -1.2 0.0 0.3
C -1.402551 -1.299270 0.663333 1.3 1.2 -0.9
C -2.599299 -1.657680 1.222607 -0.9 1.3 -0.4
C -2.891801 -2.998080 1.449036 1.7 -0.7 0.6
C -1.936607 -3.994431 1.142754 -1.6 1.3 0.6
C -0.736317 -3.597454 0.485003 0.1 -1.1 0.1
C 0.086127 -4.591387 -0.110381 0.5 0.7 -0.3
C 1.078819 -4.138117 -0.992021 0.3 -0.9 -0.2
C 1.290970 -2.796899 -1.198389 -0.2 2.2 1.0
N 0.616375 -1.806478 -0.528136 -0.3 0.1 0.8
C -0.431553 -2.215845 0.297443 0.1 -1.8 -1.0
C -3.178799 1.902510 0.253162 1.3 -1.0 -1.5
C -2.680366 2.398172 1.432683 0.2 0.4 1.6
C -3.530666 3.177950 2.190194 -1.5 0.3 -1.1
C -4.859035 3.465741 1.686585 2.7 -1.2 0.4
C -5.291466 2.829397 0.513833 -0.3 1.3 1.5
C -4.444811 2.105964 -0.259265 -0.3 -0.7 -1.8
H -3.355978 -0.853708 1.386068 0.6 -0.9 0.1
H -3.760314 -3.185651 2.041885 -0.6 -0.6 -0.1
H -2.224923 -5.025791 1.418167 0.7 0.5 -0.5
H -0.098281 -5.660289 0.090941 0.2 0.7 -0.2
H 1.773208 -4.763876 -1.573155 -0.7 -0.2 0.5
H 2.076041 -2.430139 -1.865797 -0.4 -0.4 0.1
H -1.684309 2.144610 1.803344 -0.3 0.1 -0.2
H -3.217940 3.570342 3.140915 0.1 0.2 0.1
H -5.390963 4.171290 2.287089 -0.9 0.1 0.0
H -6.297147 2.927681 0.221822 -1.1 0.4 -0.5
H -4.770641 1.787071 -1.289635 0.5 0.0 1.4
```
Positions in Å, forces in eV/Å.

Mulliken population analysis, charges in e, atoms 1 to 8: 2.655 -0.481 -0.491 -0.538 -0.327 -0.858 0.508 -0.381

2.
# CH3ClOSi

2 unconnected molecules or ions with the total composition CH3ClOSi at a distorted geometry (ωB97M-V with the def2-TZVPD basis set, the Open Molecules 2025 dataset).

Total charge: 0
Multiplicity: 1
LUMO energy: 0.0321 hartree
Molar mass: 94.57 g/mol
Energy above the lowest of the compared OMol25 structures with the same formula, charge and spin: 0.397 eV
Highest occupied orbital energy: -10.96 eV

```
7
Properties=species:S:1:pos:R:3:forces:R:3
C -0.431258 2.911906 0.446903 -0.6 0.5 -1.2
O -0.896960 3.281128 -0.521644 0.6 -0.5 1.2
Si 0.347652 -1.135946 0.018525 0.8 -0.6 -1.1
Cl -1.599910 -1.532433 -0.287593 -0.9 -0.3 -0.1
H 1.187128 -1.795470 -1.038725 -0.4 1.1 -0.6
H 1.000725 -1.969725 0.927458 0.2 -0.9 2.1
H 0.392621 0.240540 0.455077 0.4 0.5 -0.3
```
Positions in Å, forces in eV/Å.

Okay, here come the Mulliken numbers, in e, for every atom: 0.136 -0.141 0.617 -0.221 -0.102 -0.137 -0.152

3.
# C4H10N2O

2 unconnected molecules or ions with the total composition C4H10N2O at a distorted geometry (ωB97M-V with the def2-TZVPD basis set, the Open Molecules 2025 dataset).

Total charge: 0
Multiplicity: 1
Structure (SMILES): [H]/N=C/N.C=CCO
LUMO energy: 0.0320 hartree
Molar mass: 102.14 g/mol
Energy above the lowest of the compared OMol25 structures with the same formula, charge and spin: 2.989 eV
Highest occupied orbital energy: -9.40 eV

```
17
Properties=species:S:1:pos:R:3:forces:R:3
H -0.535722 1.309056 0.655484 0.0 0.5 0.7
N 0.153610 1.918647 0.219285 -0.2 -0.7 -1.1
C 1.329140 1.706794 0.595781 0.5 0.3 0.4
N 2.434084 2.152026 -0.186377 0.1 0.2 0.5
H 1.618310 1.234629 1.548485 -0.3 -0.2 -0.1
H 2.720948 1.404718 -0.807791 -0.2 0.1 -0.3
H 3.235654 2.345333 0.409002 -0.1 -0.1 -0.1
C 0.653250 -1.742714 0.370981 0.1 0.6 0.3
C -0.264466 -1.288397 -0.463469 -0.4 -0.4 -0.2
C -1.659405 -1.835689 -0.494842 0.0 0.3 -0.2
O -2.523876 -0.741767 -0.191063 -0.1 0.0 0.3
H 1.642702 -1.304324 0.447074 0.0 -0.1 -0.2
H 0.398686 -2.464035 1.133816 0.0 -0.3 -0.1
H -0.093300 -0.497826 -1.187798 0.2 0.0 0.1
H -1.891088 -2.196066 -1.499142 0.0 -0.2 -0.1
H -1.764623 -2.670200 0.202828 0.0 0.1 0.1
H -3.422309 -1.061844 -0.057614 0.1 0.0 -0.1
```
Positions in Å, forces in eV/Å.

Mulliken population analysis, charges in e, atoms 1 to 8: 0.281 -0.578 0.062 -0.642 0.349 0.261 0.273 -0.696